{
  "formula": "C4H13NOS",
  "method": "ωB97M-V/def2-TZVPD",
  "elements": ["C", "C", "N", "C", "C", "S", "H", "H", "H", "H", "H", "H", "H", "H", "H", "H", "H", "O", "H", "H"],
  "coordinates": [[2.079, -1.118, -0.154], [1.510, -0.141, 0.886], [0.159, 0.398, 0.681], [-0.952, -0.415, 1.215], [-1.345, -1.613, 0.330], [-2.374, -1.047, -1.091], [1.706, -2.137, -0.060], [1.880, -0.684, -1.130], [3.133, -1.205, 0.114], [2.194, 0.712, 0.945], [1.477, -0.507, 1.914], [-0.041, 0.630, -0.285], [-1.769, 0.289, 1.353], [-0.619, -0.760, 2.196], [-0.495, -2.064, -0.161], [-2.019, -2.283, 0.858], [-1.470, -0.314, -1.751], [-0.925, 4.056, -2.345], [-0.884, 4.820, -1.778], [-1.247, 3.383, -1.738]],
  "smiles": "CCNCCS.O",
  "mol_weight_g_mol": 123.2,
  "de_lowest_ev": 1.0032,
  "homo_energy_ha": -0.32384,
  "lumo_ev": 0.7
}